1.
C19H41BN6ReSi4 | ωB97M-V/def2-TZVPD

The value obtained for the HOMO-LUMO gap (alpha / beta) is 6.478 / 5.377 eV. The spin multiplicity is 4. Its charge is +2. For the HOMO energy (alpha / beta), the calculation gives -13.860 / -14.026 eV. The expectation value of S² is 3.781. Its LUMO energy (alpha / beta) is -7.382 / -8.649 eV.

Geometry as XYZ:
```
72
Properties=species:S:1:pos:R:3:mulliken_spin:R:1
H -1.42114 0.20006 6.29521 -0.001
N -1.24166 -0.21438 -1.70813 -0.015
C 2.26525 -1.88314 -0.94051 0.013
H 0.10319 4.50499 3.53758 0.008
H -0.68735 -3.07583 0.82711 0.002
Si -0.89454 -0.26547 3.96743 0.053
C -0.87847 -2.12537 4.30050 0.022
H 4.26311 0.61762 2.25418 0.000
H 1.34579 -2.92710 1.71966 0.002
H -0.64636 -1.45530 0.11835 0.041
C -2.48119 -0.72281 -2.01263 0.000
H 2.26636 3.53488 5.05325 0.009
C -1.54109 -0.09679 -3.93241 0.045
H 3.09405 -0.57943 -3.86357 0.002
N 1.70472 -0.24065 -2.36776 0.016
Si 2.44612 -0.98554 2.93072 0.106
C 2.89106 -0.93013 4.76995 0.020
C -2.68793 -0.65282 -3.38782 0.006
H 3.32054 0.02921 5.08016 -0.002
H 0.38594 5.14616 -1.12113 0.001
H 1.11102 1.09456 -4.12084 0.000
H 4.73674 -1.09099 2.05601 0.001
H -0.85892 3.14490 4.16373 -0.003
H 3.48375 2.65688 1.85292 -0.007
N 0.66084 2.04405 -2.10638 -0.006
H -0.86616 3.51082 2.43153 -0.001
N -0.01975 1.90662 -0.88880 0.047
H 3.69226 -0.30730 0.84949 0.005
H -3.13695 -1.08091 -1.22303 0.000
C -2.56419 0.29022 3.29434 0.026
H -0.62615 1.64162 5.62724 0.000
H -2.09394 -2.47723 -0.14872 -0.006
C 3.14735 -1.91430 -2.03396 0.020
H 1.66597 -3.31436 3.42090 -0.001
H 1.41726 3.63668 -3.20738 0.001
C 0.90473 3.34926 -2.29866 0.024
H 3.27331 2.12861 4.65568 0.000
C 2.50337 3.15133 1.83009 0.035
H 1.75514 1.91214 5.56067 -0.003
H -3.34112 -0.06154 3.99087 0.005
Re -0.07919 0.05255 -0.08695 2.120
H -3.57307 -0.94471 -3.95607 0.000
H 2.64567 4.21591 2.07285 0.011
H -2.62383 1.38493 3.23632 -0.002
Si 1.31521 2.42043 3.09577 0.234
H 0.34608 0.23458 6.11562 0.001
C 0.37562 4.07275 -1.23197 0.006
H -0.80844 3.22558 0.54157 0.014
Si 0.60071 0.31787 2.23702 0.166
H -1.78869 -2.34886 4.87947 0.002
H 3.65741 -1.70792 4.91897 0.003
H 3.96347 -2.59508 -2.18889 0.001
H -2.77768 -0.11293 2.29781 -0.003
C -1.37042 -2.23638 0.64282 -0.102
C -0.21221 3.15130 -0.37170 -0.011
H -0.89488 -2.73820 3.39308 -0.001
C -0.23346 3.47842 3.32521 0.021
C 2.06289 -2.79193 2.54029 0.000
H -1.84037 -1.83760 1.54958 -0.006
H 2.18541 -2.50847 -0.06582 -0.003
H -1.26998 0.15456 -4.96130 0.002
C 2.74628 -0.89332 -2.89435 0.061
N -0.66305 0.16063 -2.95392 0.006
H -0.01220 -2.42784 4.90481 -0.001
N 1.36663 -0.84094 -1.11981 0.033
H 3.00833 -3.27612 2.25027 0.001
B 0.75234 0.79332 -3.01005 -0.037
H 2.04697 -1.16185 5.43321 -0.001
C 2.23608 2.47530 4.75266 0.032
C -0.59792 0.54544 5.65036 -0.005
C 3.91579 -0.37002 1.92249 0.000
H 2.11926 3.08972 0.80456 -0.004
```



2.
C19H41BrFN2O4PS | ωB97M-V/def2-TZVPD

The value obtained for the HOMO-LUMO gap is 8.463 eV. For the HOMO energy, the calculation gives -8.036 eV. As for the SMILES: CCP(C)[C@@H]1[C@@H](Br)OC(=O)[C@@H]1S(=O)(=O)F.CCN(CC)CC.CCN(CC)CC. Its LUMO energy is 0.428 eV.

Geometry as XYZ:
```
70
Properties=species:S:1:pos:R:3:mulliken_charge:R:1
C 1.94997 -2.28884 -3.56420 -0.994
C 1.80769 5.49271 4.45614 -0.722
C 3.21234 5.25126 3.89196 -0.970
H 0.05445 -2.44288 -4.58780 0.325
C 0.50291 5.53474 2.40538 -0.387
C 2.30975 -4.52362 -6.08130 -0.982
H -4.07625 -1.21912 2.53882 0.451
C 0.48730 3.51355 3.80059 -0.955
H 2.50448 -2.11790 -4.48619 0.316
C 0.60280 -2.97754 -3.80760 -0.679
H 3.27622 5.51879 2.83637 0.274
H -2.51336 3.38900 0.37499 0.254
H -3.84856 2.45193 -0.30312 0.429
H 0.56523 -5.72399 -5.73676 0.425
H -3.73969 0.42007 -2.00558 0.382
H 1.14178 -6.29340 -3.60038 0.504
C -3.24011 -1.90912 2.41749 -0.391
H -1.28074 1.05220 0.66920 -0.015
H 0.00134 -2.86384 -2.90232 0.305
H -2.70161 -2.53847 0.36837 0.851
H 1.77898 -1.31765 -3.09580 0.356
C -0.85061 5.20902 1.79139 -1.050
C -2.76649 2.44691 -0.12118 -1.419
H -3.54768 -1.32004 -1.82793 0.437
O -0.50868 -0.22843 3.42878 -0.460
H 1.01144 -4.17898 -1.38961 0.124
H 0.20488 -4.07273 -6.17472 0.355
S 0.24666 -1.26195 0.39823 1.053
H 0.59167 6.61916 2.51638 0.499
H 3.52516 4.21338 4.00059 0.223
C 1.32780 2.62743 2.87622 -0.296
H -2.25792 2.42893 -1.08791 0.326
H 2.59925 -3.47646 -6.16275 0.224
O 1.26030 -2.25016 0.53580 -0.663
H 1.76069 5.10381 5.47702 0.360
H -0.98936 5.77620 0.86973 0.472
H 3.93416 5.86795 4.43118 0.401
H -0.32199 -5.26464 -1.81282 0.314
F 0.81057 0.05890 1.01252 -0.036
H -2.57694 1.47500 1.80181 0.367
H 1.65128 6.57303 4.54061 0.427
C 1.29509 -5.27072 -3.24435 -0.386
H 0.64715 3.21591 4.83963 0.395
H -0.81695 -2.71543 1.75986 0.636
C -1.07483 -1.67261 1.51854 -0.204
Br -3.89474 -3.69175 2.67471 -0.151
C 0.76361 -5.14757 -1.82536 -1.302
O -2.29449 -1.57992 3.44209 -0.327
H -0.56682 3.29951 3.60251 0.270
H 0.92976 1.61326 2.89830 -0.011
C 0.87493 -4.68764 -5.56722 -0.710
H 3.03027 -5.02822 -5.43628 0.279
C -2.54552 -1.68551 1.03102 -0.199
H 1.29716 2.97761 1.84206 0.200
P -3.41383 -0.19143 0.28529 -0.313
H 1.29117 5.23296 1.69642 0.270
N 0.60967 -4.38684 -4.17225 0.136
C -3.13686 -0.35207 -1.51777 -0.964
N 0.67466 4.95421 3.72474 0.154
C -1.18124 -1.02270 2.88630 0.015
H 1.19866 -5.91773 -1.18717 0.465
H 2.58264 -2.86714 -2.88891 0.244
H 2.38533 -5.11231 -3.22483 0.265
C -2.35494 1.24472 0.75187 0.274
H 2.39494 -4.96413 -7.07672 0.402
H -1.65695 5.46578 2.48019 0.323
O -0.27790 -0.91202 -0.87673 -0.513
H -0.93449 4.14995 1.54088 -0.150
H 2.37228 2.57672 3.18269 0.252
H -2.09684 -0.27904 -1.83109 0.217
```



3.
C19H41N3OPTm | ωB97M-V/def2-TZVPD

The value obtained for the HOMO-LUMO gap (alpha / beta) is 4.885 / 4.985 eV. The spin multiplicity is 3. Its charge is +2. For the HOMO energy (alpha / beta), the calculation gives -12.023 / -12.110 eV. The expectation value of S² is 2.004. Its LUMO energy (alpha / beta) is -7.138 / -7.125 eV.

Geometry as XYZ:
```
66
Properties=species:S:1:pos:R:3:mulliken_spin:R:1
H 2.93326 -1.48889 -3.39063 0.000
C -0.42627 -0.63174 -3.23205 -0.013
H -2.33108 -1.45817 3.95002 0.000
H -2.13971 -1.99055 0.20690 0.000
C 1.71937 -2.94211 -1.21902 -0.001
C 0.25424 -1.38237 4.30040 0.000
H -2.88676 -0.07638 -0.89988 0.001
H -1.06056 3.56152 3.05091 0.000
C 2.39331 0.95787 3.21935 0.000
H -0.18117 2.70140 -1.39995 0.010
H -0.86575 4.78752 -2.83621 0.001
C -0.34220 2.68813 -2.51359 -0.003
C -1.75993 1.34737 4.08066 0.000
H -1.52692 -0.96595 -5.02880 0.000
H 1.64003 1.93408 -2.97186 0.000
H -1.45292 2.78954 1.48728 0.000
C 0.84571 -1.23921 -2.97095 0.003
N 1.65899 0.08751 2.20221 -0.001
H 3.04364 -1.09612 1.10330 0.000
H 2.74849 -2.58244 -1.34720 0.000
H 2.84914 0.30090 3.96406 0.000
C -0.57668 -1.70688 -1.21033 0.004
H -1.86176 2.31784 4.59514 0.000
C -0.92889 -0.16836 -4.55132 0.000
C -1.81550 -1.77139 3.02674 0.000
H -0.09748 0.06046 -5.22776 -0.001
H 1.64109 -3.90386 -1.75417 0.000
C -1.24995 -2.51065 -0.16528 -0.004
H -0.58612 -2.72790 0.68308 0.000
C -2.64798 -0.29771 -1.95086 -0.001
H -1.47770 0.59541 4.83530 0.000
H 1.86133 -1.81776 -4.76747 0.000
H 0.43772 1.78162 -4.30868 0.000
H -2.80288 0.62098 -2.53174 0.000
H -1.59889 -3.48049 -0.56254 0.001
H 1.55903 -3.15346 -0.15941 0.000
H 3.18083 1.51497 2.68335 0.000
H 0.87483 4.46288 -2.61270 -0.001
C 2.33175 -1.25285 1.93511 -0.001
H 1.60301 -2.00962 1.60898 0.000
C 0.56461 1.71200 -3.22985 -0.001
H -3.37525 -1.03798 -2.31835 0.000
O -0.32751 0.39488 0.72669 0.012
H 1.69136 1.65022 3.70187 0.000
H -0.02041 -0.57091 4.99256 0.000
C -1.25598 -0.80125 -2.08887 0.005
H -1.40789 2.42537 -2.65105 0.001
C 0.74618 -1.94623 -1.73378 -0.001
Tm 0.61125 0.51846 -1.27382 1.986
H 1.76020 0.54582 1.28870 0.002
H 0.25695 3.05386 1.95391 0.000
H -0.08203 -2.33811 4.71978 0.000
C 2.00820 -1.16967 -3.88857 -0.003
N -0.43547 -1.21462 2.98864 0.000
H 0.09529 4.04013 -4.14760 0.000
H -2.74417 1.08138 3.64665 0.000
C -0.74064 2.79419 2.32700 0.001
H -1.57939 0.70894 -4.45498 0.000
N -0.71377 1.47987 3.02354 0.000
H -2.40044 -1.44997 2.15476 0.000
H -1.74816 -2.87181 3.02277 0.000
H 1.33975 -1.41078 4.18868 0.000
H 2.85720 -1.58896 2.83796 0.000
H 2.14590 -0.14609 -4.26693 0.001
P -0.15208 0.19134 2.22059 -0.002
C -0.05234 4.09479 -3.06070 0.001
```



no.,energy (Ha)
1,-2337.68698
2,-4572.39316
3,-2414.02967